No. 1
{
  "formula": "C18H17ClN4O4S2",
  "method": "ωB97M-V/def2-TZVPD",
  "elements": ["C", "H", "H", "C", "N", "S", "O", "O", "C", "N", "N", "C", "N", "C", "O", "C", "C", "C", "C", "C", "C", "Cl", "H", "H", "H", "H", "H", "S", "C", "C", "C", "C", "C", "C", "H", "H", "O", "C", "H", "H", "H", "H", "H", "H", "H", "H"],
  "coordinates": [[5.45666, 1.11918, -1.10842], [5.48336, 0.03124, -1.12960], [6.18524, 1.50438, -1.81706], [4.06043, 1.61822, -1.46550], [3.06625, 1.18052, -0.50536], [2.95329, 2.07673, 0.89506], [3.87652, 1.69203, 1.91702], [2.93167, 3.45173, 0.50377], [1.29117, 1.60096, 1.33890], [0.91341, 0.99610, 2.40795], [-0.37798, 0.71370, 2.43258], [-0.99786, 1.10238, 1.36036], [-2.33063, 0.91256, 1.15701], [-2.93236, 1.30517, -0.01102], [-2.29577, 1.86415, -0.88005], [-4.39644, 1.07298, -0.11800], [-5.10304, 2.01640, -0.86734], [-6.46842, 1.91908, -1.04299], [-7.15702, 0.85612, -0.48105], [-6.47442, -0.10560, 0.24190], [-5.10382, -0.00053, 0.42562], [-4.32038, -1.28386, 1.29479], [-7.00070, -0.94652, 0.66582], [-8.22425, 0.76595, -0.61184], [-6.99322, 2.66468, -1.61920], [-4.54295, 2.82864, -1.30500], [-2.84323, 0.42388, 1.88148], [0.02126, 1.89794, 0.18463], [2.67048, -0.17033, -0.44345], [2.78568, -0.90266, 0.73042], [2.28733, -2.19269, 0.81148], [1.67792, -2.77896, -0.29125], [1.58113, -2.04872, -1.47776], [2.06150, -0.76051, -1.55119], [1.95616, -0.19898, -2.46630], [1.10813, -2.51232, -2.32887], [1.14869, -4.03416, -0.31982], [1.21646, -4.81596, 0.84870], [0.73469, -5.76000, 0.59857], [0.68142, -4.34475, 1.67939], [2.25263, -5.00655, 1.14540], [2.38579, -2.72362, 1.74428], [3.26140, -0.45970, 1.58997], [3.76705, 1.26858, -2.45851], [4.02650, 2.70917, -1.44761], [5.72028, 1.45396, -0.10794]],
  "forces_ev_per_a": [[-0.2, 0.0, -0.1], [0.1, -0.1, 0.0], [0.1, 0.0, -0.1], [0.6, 0.3, -0.1], [-0.4, 0.7, 0.8], [-0.2, -0.1, -0.1], [-0.1, -0.2, 0.0], [-0.1, 0.2, -0.2], [-0.4, 0.3, -0.7], [1.7, 0.2, 0.3], [-1.5, -0.4, 0.3], [1.1, 0.6, -0.8], [-0.3, 0.0, 0.1], [0.0, -0.2, 0.3], [-0.2, 0.1, -0.2], [-0.3, -0.1, -0.1], [0.1, -0.1, 0.1], [0.0, 0.0, 0.0], [0.1, 0.0, 0.0], [0.0, 0.0, 0.1], [-0.1, 0.2, -0.2], [-0.1, -0.2, 0.1], [0.0, -0.1, 0.0], [-0.1, 0.0, 0.0], [0.0, 0.1, 0.0], [0.0, 0.1, 0.0], [0.1, 0.1, -0.1], [0.1, -0.3, 0.7], [-0.1, -0.8, 0.3], [0.1, 0.0, -0.3], [-0.2, -0.4, 0.0], [0.0, 0.1, 0.0], [0.0, -0.1, 0.1], [0.1, 0.0, 0.1], [-0.1, 0.1, -0.1], [-0.1, 0.0, -0.1], [0.0, 0.3, -0.3], [0.0, -0.1, 0.2], [0.0, 0.1, 0.1], [0.0, 0.0, 0.0], [0.0, 0.0, 0.0], [0.0, -0.1, 0.1], [0.0, -0.1, 0.1], [-0.1, 0.1, 0.1], [0.0, -0.1, -0.3], [0.1, 0.0, 0.1]],
  "largest_force_ha_per_bohr": 0.03409,
  "homo_lumo_gap_ha": 0.2909,
  "lumo_energy_ev": -0.30,
  "e_above_lowest_kcal_mol": 74.6,
  "homo_ev": -8.21
}

No. 2
{
  "formula": "C18H17ClNO6RhS",
  "method": "ωB97M-V/def2-TZVPD",
  "elements": ["Rh", "O", "C", "C", "C", "N", "C", "C", "C", "O", "O", "C", "O", "O", "H", "H", "H", "O", "S", "C", "C", "C", "C", "H", "H", "H", "H", "H", "H", "H", "H", "Cl", "C", "C", "C", "C", "C", "C", "C", "H", "H", "H", "H", "H", "H"],
  "coordinates": [[0.78998, -0.51135, 0.42000], [-2.52386, -3.78400, -3.38451], [-1.79541, -3.00491, -2.55588], [-1.54129, -1.65944, -2.83680], [-0.78498, -0.95101, -1.92800], [-0.33429, -1.55164, -0.84118], [-0.55342, -2.82377, -0.54028], [-1.30038, -3.60450, -1.39377], [0.10862, -3.25870, 0.77363], [-0.03326, -4.40058, 1.15167], [0.80001, -2.32857, 1.37243], [-0.39971, 0.52389, -1.99317], [-0.75288, 1.20140, -2.93422], [0.29964, 0.94311, -0.97090], [-2.80877, -3.27543, -4.15179], [-1.91489, -1.16963, -3.72731], [-1.49210, -4.64426, -1.17109], [-0.92055, 0.06773, 1.58738], [-1.82777, 1.12630, 0.94986], [-1.02225, 2.70417, 1.28603], [-1.23081, 2.94844, 2.77154], [-2.71402, 2.67441, 3.01195], [-3.05816, 1.37890, 2.26654], [-1.52986, 3.44702, 0.66473], [0.00505, 2.60409, 0.94105], [-0.94857, 3.96288, 3.05202], [-0.61361, 2.25441, 3.34508], [-3.30600, 3.49867, 2.60915], [-2.95500, 2.58457, 4.07052], [-4.05215, 1.37577, 1.82283], [-2.94261, 0.48895, 2.88444], [3.08848, 2.94931, 0.46578], [3.10545, 1.40941, -0.33534], [3.32468, 1.35104, -1.66616], [3.28789, 0.10485, -2.35851], [3.04752, -1.04267, -1.68290], [2.78597, -1.01914, -0.27320], [2.84376, 0.22643, 0.44546], [2.30320, 0.23169, 1.75114], [3.51062, 2.26532, -2.21292], [3.46855, 0.09391, -3.42471], [3.05831, -1.99750, -2.19298], [2.89010, -1.94007, 0.28831], [2.17344, 1.17941, 2.25464], [2.46532, -0.62891, 2.38944]],
  "forces_ev_per_a": [[0.1, 0.0, -0.1], [0.0, 0.0, 0.0], [0.0, 0.0, 0.0], [0.0, 0.0, 0.0], [-0.1, 0.0, 0.0], [0.0, 0.0, 0.1], [0.0, 0.0, 0.0], [0.0, 0.0, 0.0], [0.0, 0.0, 0.0], [0.0, 0.0, 0.0], [0.0, 0.0, 0.0], [0.1, 0.0, -0.1], [0.0, 0.0, 0.0], [0.0, 0.0, 0.0], [0.0, 0.0, 0.0], [0.0, 0.0, 0.0], [0.0, 0.0, 0.0], [-0.1, 0.0, -0.1], [0.0, -0.1, 0.0], [0.0, 0.0, -0.1], [0.0, 0.0, 0.0], [0.0, 0.0, 0.0], [0.0, 0.0, 0.0], [0.0, 0.0, 0.0], [0.0, 0.0, 0.0], [0.0, 0.0, 0.0], [0.0, 0.0, 0.0], [0.0, 0.0, 0.0], [0.0, 0.0, 0.0], [0.0, 0.0, 0.0], [0.0, 0.0, 0.0], [0.0, 0.0, 0.0], [0.0, 0.0, 0.0], [0.0, 0.0, 0.0], [0.0, 0.0, 0.0], [0.0, 0.0, 0.0], [0.0, 0.0, 0.0], [0.0, 0.0, 0.0], [0.0, 0.0, 0.0], [0.0, 0.0, 0.0], [0.0, 0.0, 0.0], [0.0, 0.0, 0.0], [0.0, 0.0, 0.0], [0.0, 0.0, 0.0], [0.0, 0.0, 0.0]],
  "largest_force_ha_per_bohr": 0.00315,
  "homo_lumo_gap_ha": 0.3009,
  "lumo_energy_ev": -0.19,
  "e_above_lowest_kcal_mol": 0.0,
  "homo_ev": -8.38
}

No. 3
{
  "formula": "C18H17F2N3NdO2S",
  "method": "ωB97M-V/def2-TZVPD",
  "elements": ["Nd", "C", "C", "O", "C", "C", "C", "N", "N", "C", "O", "C", "C", "C", "C", "C", "C", "H", "H", "H", "H", "H", "H", "H", "H", "H", "H", "H", "H", "S", "C", "C", "C", "C", "C", "N", "H", "H", "H", "H", "F", "C", "F", "H"],
  "coordinates": [[-0.53692, -0.21240, -0.08114], [2.14820, 2.29377, 2.79450], [1.58760, 1.02781, 2.21137], [0.67156, 1.18767, 1.31693], [2.10762, -0.23999, 2.60057], [1.75457, -1.51251, 2.16222], [2.69092, -2.65217, 2.45149], [0.57672, -1.70359, 1.42842], [0.43316, -2.94607, 0.94434], [-0.63181, -3.12873, 0.16818], [-1.50963, -2.24271, -0.16467], [-0.78616, -4.49952, -0.38658], [-2.06720, -4.95354, -0.69155], [-2.26080, -6.22749, -1.20512], [-1.16852, -7.05505, -1.43494], [0.11257, -6.59925, -1.14783], [0.30622, -5.32971, -0.62374], [1.32765, 2.93438, 3.13076], [2.68627, 2.85488, 2.02210], [2.82711, 2.10930, 3.62841], [2.95043, -0.20389, 3.28246], [3.29391, -2.40102, 3.32536], [3.37559, -2.82435, 1.60999], [2.17119, -3.59543, 2.62005], [-2.90616, -4.28931, -0.53268], [-3.26094, -6.57448, -1.43167], [-1.31515, -8.04778, -1.84207], [0.96792, -7.23607, -1.33732], [1.29768, -4.96673, -0.38948], [-2.43229, 1.71270, -1.13322], [-2.50825, 1.99817, 0.58232], [-2.77218, 3.27721, 1.13119], [-2.79295, 3.44486, 2.48928], [-2.53563, 2.35512, 3.33363], [-2.26260, 1.15242, 2.73774], [-2.26298, 0.96548, 1.40808], [-2.94767, 4.09931, 0.45180], [-2.99917, 4.42298, 2.90919], [-2.53205, 2.44899, 4.41003], [-2.02010, 0.27589, 3.32872], [-0.28489, -0.55382, -2.49261], [0.84222, 0.32203, -2.09302], [1.55835, -0.67312, -1.21700], [1.46758, 0.30771, -2.98833]],
  "forces_ev_per_a": [[-0.6, 1.6, -0.3], [0.2, 0.2, 0.2], [-0.5, -1.4, -0.8], [0.9, -0.1, 1.2], [0.2, 2.1, 0.4], [-3.4, -0.8, -2.3], [0.0, -0.2, 0.0], [3.4, 1.6, 2.5], [-1.2, -2.2, -1.3], [1.6, -0.2, 0.9], [-0.3, -0.3, 0.3], [-0.2, 0.0, 0.0], [0.0, 0.0, -0.1], [0.1, 0.0, 0.0], [0.0, 0.0, 0.0], [0.0, 0.0, 0.0], [-0.1, -0.1, 0.1], [0.0, -0.1, 0.0], [-0.1, -0.1, 0.0], [0.0, 0.0, 0.0], [0.0, 0.1, 0.0], [0.0, 0.0, 0.0], [-0.2, 0.1, 0.1], [-0.1, 0.1, 0.0], [0.0, 0.0, 0.0], [0.0, 0.0, 0.0], [0.0, 0.0, 0.0], [0.0, 0.0, 0.0], [0.0, 0.0, 0.0], [-0.2, 0.2, 0.4], [-0.1, 0.2, -0.2], [0.0, -0.1, -0.1], [0.0, 0.0, 0.1], [0.0, 0.1, 0.0], [0.0, -0.2, -0.2], [0.0, 0.0, 0.2], [0.0, 0.0, 0.0], [0.0, 0.0, 0.0], [0.0, 0.0, 0.0], [0.0, 0.0, 0.0], [0.4, 0.0, -0.4], [0.0, -0.5, 0.2], [0.2, 0.0, -0.6], [0.0, 0.1, 0.0]],
  "spin_multiplicity": 4,
  "largest_force_ha_per_bohr": 0.08723,
  "homo_lumo_gap_ha": [0.2486, 0.2492],
  "lumo_energy_ev": [2.85, 2.85],
  "charge": -1,
  "homo_ev": [-3.92, -3.93]
}